# 1
The following is a DFT calculation (ωB97M-V with the def2-TZVPD basis set) of C36H20Cl5N4O2PSeY as an isolated structure in a non-equilibrium geometry.

The value obtained for the HOMO energy is -10.00 eV. Its HOMO-LUMO gap is 6.5 eV. The lowest unoccupied orbital energy is -3.53 eV. As for the energy above the lowest of the compared OMol25 structures with the same formula, charge and spin: 0.0 kcal per mole. As for the total charge: +1.

Last column: Mulliken charge in e.
Element x y z (Å)
Y 0.13975 0.02185 -0.11220  0.837
Se -5.39693 -5.80237 -0.47515  0.285
N -5.46369 -4.03584 -0.76334  -0.828
C -4.26532 -3.58853 -0.51891  0.953
C -3.90565 -2.16406 -0.63895  0.272
C -4.82152 -1.18846 -1.03744  -0.601
C -4.41527 0.12249 -1.13793  -0.936
C -3.09440 0.43026 -0.83384  -0.199
N -2.21986 -0.49291 -0.44847  -0.142
C -2.60874 -1.77852 -0.35119  -0.128
C -1.58009 -2.78046 0.06027  -0.081
N -0.33627 -2.32833 0.30750  0.072
C 0.61551 -3.18811 0.65237  -0.109
C 0.37860 -4.55144 0.78162  -0.906
C -0.89210 -5.01981 0.53615  -0.625
C -1.89568 -4.12324 0.16565  0.238
C -3.27600 -4.55263 -0.12381  0.975
N -3.65840 -5.79489 -0.04361  -0.828
H -5.83970 -1.47758 -1.26855  0.559
H -5.09116 0.90606 -1.45071  0.437
H -2.72381 1.44505 -0.92017  0.546
H 1.60598 -2.77863 0.81213  0.421
H 1.18532 -5.21420 1.06177  0.457
H -1.12560 -6.07446 0.61925  0.562
Cl -0.84558 0.14289 2.54951  -0.271
C -0.02540 1.40654 3.52214  1.320
C -0.45406 1.49975 4.83306  -0.766
C 0.12833 2.46509 5.63998  -0.421
C 1.11095 3.30601 5.12996  -0.913
C 1.51188 3.17608 3.81173  -0.112
C 0.95006 2.21575 2.96791  -0.422
P 1.50996 2.03384 1.24555  1.107
C 3.30795 1.87194 1.36823  0.586
C 3.87497 0.60079 1.39895  -0.505
C 5.24682 0.44600 1.53399  -0.664
C 6.06264 1.56471 1.62890  -0.527
C 5.50744 2.83710 1.59167  -0.849
C 4.13538 2.99067 1.46252  -0.256
C 1.18576 3.62671 0.45371  0.616
C 0.21689 4.50782 0.92004  -0.708
C -0.09596 5.64707 0.18570  -0.732
C 0.54873 5.90018 -1.01566  -0.591
C 1.51047 5.01581 -1.48997  -0.876
C 1.82582 3.88168 -0.76085  -0.587
H -1.22155 0.83814 5.21079  0.476
H -0.18940 2.55896 6.67067  0.405
H 1.56594 4.05994 5.75859  0.435
H 2.28319 3.82902 3.41842  0.367
H 3.26076 -0.28329 1.28367  0.200
H 5.67853 -0.54631 1.54405  0.446
H 7.13468 1.44587 1.72160  0.410
H 6.14217 3.71126 1.65734  0.436
H 3.71162 3.98632 1.42272  0.387
H -0.29260 4.32573 1.85955  0.395
H -0.84337 6.33661 0.55692  0.447
H 0.30093 6.78533 -1.58743  0.418
H 2.00767 5.20045 -2.43388  0.490
H 2.56729 3.19223 -1.14956  0.641
Cl 5.00818 0.83541 -4.75615  -0.191
C 3.52837 0.96565 -3.88773  0.321
C 2.56812 1.89213 -4.26538  0.389
Cl 2.83703 2.93471 -5.60961  -0.186
C 1.37049 1.98934 -3.54625  0.344
Cl 0.14661 3.12937 -3.97780  -0.140
C 1.14885 1.17097 -2.45640  0.020
O 0.01848 1.27262 -1.68943  -0.731
C 2.11446 0.22067 -2.08360  0.088
O 1.85109 -0.56537 -0.98714  -0.548
C 3.29518 0.12512 -2.79111  0.201
Cl 4.46970 -1.03470 -2.27782  -0.179

***

# 2
The following is a DFT calculation (ωB97M-V with the def2-TZVPD basis set) of C36H21F5N4O4PS2SeTi as an isolated structure in a non-equilibrium geometry.

As for the multiplicity: 3. The value obtained for the HOMO energy (alpha / beta) is -3.07 / -5.21 eV. Its HOMO-LUMO gap (alpha / beta) is 4.8 / 7.0 eV. The lowest unoccupied orbital energy (alpha / beta) is 1.71 / 1.82 eV. As for the energy above the lowest of the compared OMol25 structures with the same formula, charge and spin: 19.1 kcal per mole. As for the total charge: -1.

Last column: Mulliken charge in e.
Element x y z (Å)
Ti -0.81750 0.78474 -1.26890  0.177
Se -6.23401 -4.15190 0.99671  0.132
N -4.49857 -4.35107 0.61800  -0.877
C -4.05373 -3.18077 0.28823  0.763
C -2.66431 -2.91799 -0.08420  0.343
C -1.69272 -3.88446 -0.06683  -0.455
C -0.38011 -3.54059 -0.40722  -1.311
C -0.11249 -2.24564 -0.79340  -0.217
N -1.02298 -1.27756 -0.85628  0.710
C -2.30332 -1.58548 -0.45638  -0.585
C -3.22802 -0.51921 -0.37213  -0.251
N -2.74802 0.75818 -0.62269  0.541
C -3.58876 1.78964 -0.50824  -0.109
C -4.91547 1.64603 -0.19279  -1.343
C -5.42363 0.35811 0.06540  -0.369
C -4.58985 -0.72444 -0.00065  0.110
C -5.02195 -2.08659 0.31713  0.746
N -6.22790 -2.39411 0.66709  -0.896
H -1.96175 -4.89684 0.21440  0.484
H 0.41957 -4.27080 -0.37793  0.491
H 0.89423 -1.98564 -1.08890  0.474
H -3.16600 2.76609 -0.68531  0.527
H -5.55234 2.51882 -0.14226  0.409
H -6.46183 0.19795 0.33595  0.512
O 0.36308 0.46830 0.45324  0.136
P 1.70119 0.63784 1.16726  1.244
C 3.20587 0.61620 0.16237  1.078
C 3.09996 0.26170 -1.17491  -0.151
C 4.21631 0.27992 -2.00008  -1.329
C 5.45061 0.64531 -1.48438  -0.681
C 5.56178 1.00694 -0.14666  -0.751
C 4.44516 0.99824 0.67529  -0.619
C 1.69781 1.79340 2.55635  0.701
C 2.70916 1.77359 3.51121  -0.473
C 2.72750 2.72585 4.52305  -0.878
C 1.73466 3.69342 4.58203  -0.479
C 0.70320 3.69302 3.64711  -0.758
C 0.67783 2.74181 2.64038  -0.297
C 1.85557 -0.95573 2.07802  0.383
C 1.03243 -1.17623 3.18627  -0.491
C 1.05516 -2.38890 3.85746  -0.735
C 1.89889 -3.40763 3.42619  -0.487
C 2.71192 -3.20795 2.31987  -0.760
C 2.68614 -1.99078 1.64505  -0.169
H 2.14094 0.02005 -1.59301  0.494
H 4.10340 0.04637 -3.05154  0.481
H 6.32122 0.68152 -2.12955  0.361
H 6.52396 1.31257 0.25186  0.421
H 4.54030 1.31350 1.70761  0.153
H 3.48123 1.01275 3.47178  0.302
H 3.51567 2.70903 5.26680  0.406
H 1.75616 4.44344 5.36395  0.363
H -0.07229 4.44882 3.69434  0.427
H -0.09982 2.74498 1.88819  0.193
H 0.37355 -0.38378 3.52537  0.410
H 0.42103 -2.54205 4.72275  0.412
H 1.91111 -4.36004 3.94474  0.383
H 3.37494 -3.99640 1.98177  0.417
H 3.32666 -1.84082 0.78436  0.377
O -0.73312 2.63748 -0.77127  -0.401
S 0.64098 3.16279 -1.22398  1.050
O 0.61065 4.59835 -1.33349  -0.707
O 1.66990 2.71654 -0.26712  -0.617
S 0.93279 2.19171 -2.92829  -0.436
F -0.10886 -1.52706 -3.61499  -0.393
C -0.92871 -0.56862 -4.11245  0.424
C -1.41804 0.41849 -3.27823  0.754
C -2.18026 1.36411 -3.94722  0.222
F -2.67879 2.40918 -3.25746  -0.399
C -2.44817 1.34860 -5.29701  -0.219
F -3.22209 2.28237 -5.87139  -0.320
C -1.93093 0.33287 -6.06667  0.881
F -2.17675 0.28561 -7.38032  -0.340
C -1.16536 -0.63970 -5.46771  -0.270
F -0.66408 -1.63745 -6.21571  -0.319

***

# 3
The following is a DFT calculation (ωB97M-V with the def2-TZVPD basis set) of a 3-piece molecular cluster, C36H21NO7 overall in a non-equilibrium geometry.

Its SMILES is O=C1c2ccccc2C(=O)c2ccccc21.O=C1c2ccccc2C(=O)c2ccccc21.O=C1NC(=O)c2c(O)cccc21. The value obtained for the HOMO energy is -9.68 eV. Its HOMO-LUMO gap is 8.5 eV. The lowest unoccupied orbital energy is -1.18 eV. As for the energy above the lowest of the compared OMol25 structures with the same formula, charge and spin: 0.0 kcal per mole.

Last column: Mulliken charge in e.
Element x y z (Å)
O 7.48550 -0.85609 1.64878  -0.497
C 6.61426 -0.03554 1.66066  0.169
N 6.88517 1.39418 1.49423  -0.268
C 5.61125 1.97403 1.07336  0.048
O 5.48066 2.99948 0.46510  -0.484
C 4.44536 1.03544 1.47846  0.637
C 3.01027 1.24041 1.54588  0.082
O 2.46282 2.47839 1.24256  -0.436
C 2.20324 0.08517 1.97709  -0.533
C 2.84806 -1.20077 2.29569  -0.143
C 4.30719 -1.39182 2.23507  -0.625
C 5.08883 -0.24258 1.82574  0.288
H 7.15238 1.85687 2.37303  0.309
H 2.57271 3.05020 2.02305  0.289
H 1.09501 0.20877 2.05049  0.470
H 2.19017 -2.03957 2.61628  0.296
H 4.80499 -2.34877 2.49455  0.418
C -5.35645 7.21151 0.04009  -0.458
C -6.04476 6.00128 0.03805  -0.470
C -5.36443 4.81485 -0.19315  -0.535
C -3.99392 4.83438 -0.43528  0.263
C -3.30841 6.04992 -0.45707  0.142
C -3.99188 7.23668 -0.20742  -0.554
C -1.85586 6.09179 -0.76243  0.608
O -1.25757 7.15012 -0.77774  -0.667
C -1.14992 4.81998 -1.05685  0.275
C 0.19911 4.84631 -1.40115  -0.644
C 0.87171 3.66229 -1.66529  -0.670
C 0.20133 2.44443 -1.57773  -0.230
C -1.14365 2.41393 -1.24068  -0.514
C -1.82562 3.60096 -0.98864  -0.032
C -3.27258 3.55744 -0.66371  0.388
O -3.85961 2.49436 -0.59108  -0.675
H -5.88771 8.13695 0.22987  0.399
H -7.11317 5.98445 0.21926  0.398
H -5.90307 3.87476 -0.18872  0.461
H -3.46125 8.18124 -0.21022  0.466
H 0.72594 5.79076 -1.46755  0.474
H 1.92030 3.68567 -1.93772  0.424
H 0.72943 1.51888 -1.77714  0.504
H -1.66262 1.46453 -1.17838  0.633
C 0.38177 -8.17583 1.54148  -0.462
C 1.02702 -7.17091 2.25692  -0.577
C 0.92505 -5.85010 1.84622  -0.360
C 0.18675 -5.52912 0.71072  0.221
C -0.44007 -6.53973 -0.02003  0.273
C -0.34954 -7.86193 0.40540  -0.628
C -1.19026 -6.21959 -1.26082  0.553
O -1.73945 -7.09868 -1.89545  -0.671
C -1.24988 -4.80837 -1.71637  0.311
C -1.90011 -4.49767 -2.90726  -0.560
C -1.97281 -3.17982 -3.33506  -0.617
C -1.40408 -2.16496 -2.57032  -0.394
C -0.75031 -2.47011 -1.38579  -0.424
C -0.66286 -3.79296 -0.96011  -0.018
C 0.06910 -4.11101 0.28991  0.350
O 0.56947 -3.22330 0.95576  -0.668
H 0.45477 -9.20645 1.86865  0.388
H 1.60833 -7.41927 3.13724  0.417
H 1.42465 -5.07084 2.40909  0.445
H -0.84556 -8.64789 -0.15132  0.468
H -2.34726 -5.28316 -3.50472  0.467
H -2.47518 -2.94100 -4.26516  0.393
H -1.46792 -1.13501 -2.90219  0.440
H -0.30487 -1.67757 -0.79603  0.648